Record 1
C19H22N2O6S2 | wB97M-V/def2-TZVPD

Summary:
- energy relative to the best compared isomer or geometry (same formula, charge and spin) (eV) = 0.5418
- SMILES string = COc1cccc(NC(=O)COC(=O)C2CCN(S(=O)(=O)c3cccs3)CC2)c1
- energy (eV) = -56995.7795
- frontier orbital gap (eV) = 8.7
- net charge = 0

XYZ file:
```
51
Properties=species:S:1:pos:R:3:forces:R:3
S 1.349 -1.578 1.401 0.4 0.0 -0.3
S 3.083 -2.351 -0.931 0.3 0.3 -0.2
O -2.743 2.198 1.357 0.0 0.1 0.3
O 1.776 -2.636 2.263 -0.1 -0.3 0.0
O -3.739 -1.608 1.029 0.0 0.1 0.1
O -3.513 -0.348 -0.814 -0.2 0.1 -0.4
O 2.156 2.930 1.592 0.2 0.0 -0.3
O 0.908 -0.350 1.999 0.0 0.1 -0.1
N 0.186 -2.198 0.356 1.0 0.2 0.4
N -1.947 1.801 -0.752 0.2 0.1 -0.5
C 2.082 2.871 -0.738 0.1 0.1 0.2
C 1.412 2.661 -1.924 0.0 0.0 0.1
C -4.028 0.800 -0.138 -0.1 0.2 0.5
C 1.555 2.701 2.853 -0.2 -0.1 0.3
C -3.295 -1.452 -0.073 0.0 -0.4 0.0
C 3.437 -0.086 0.226 -0.3 -0.1 0.2
C 1.409 2.741 0.481 -0.1 0.0 -0.5
C 0.071 2.319 -1.923 -0.2 0.0 0.0
C -2.438 -2.460 -0.827 0.1 -0.1 0.0
C 4.329 -1.312 -1.508 -0.3 -0.3 0.2
C -0.339 -1.154 -0.498 -0.1 0.4 -0.6
C -2.839 1.695 0.266 -0.5 -0.4 -0.3
C 0.056 2.424 0.490 0.1 0.0 0.3
C -0.869 -2.878 1.094 -0.2 -0.5 0.5
C 2.652 -1.196 0.266 -0.4 -0.4 0.0
C 4.403 -0.153 -0.801 0.1 -0.1 0.0
C -1.877 -3.510 0.138 0.0 0.3 0.1
C -0.605 2.210 -0.713 0.3 0.2 -0.1
C -1.271 -1.769 -1.538 0.0 0.1 0.2
H 3.128 3.131 -0.725 0.1 0.0 0.0
H 0.741 3.407 3.038 0.0 0.0 0.0
H 1.939 2.755 -2.862 0.1 0.0 -0.1
H -1.631 -0.999 -2.219 0.1 0.0 0.0
H -0.715 -2.511 -2.113 0.0 0.0 -0.1
H -0.869 -0.409 0.110 0.0 0.0 -0.1
H -0.487 2.318 1.412 0.0 0.0 0.1
H -1.382 -2.171 1.760 0.0 -0.1 0.0
H 1.185 1.675 2.925 0.0 0.2 0.0
H -4.576 0.502 0.759 0.1 0.2 -0.2
H -3.087 -2.942 -1.566 0.0 0.1 0.1
H 0.506 -0.653 -0.978 -0.2 0.1 -0.1
H 4.937 -1.622 -2.334 0.1 -0.1 -0.2
H 5.116 0.626 -0.999 0.1 0.1 -0.1
H 3.318 0.737 0.905 -0.1 0.2 0.2
H -0.380 -3.638 1.706 -0.2 0.0 0.0
H -2.236 1.407 -1.637 0.0 0.0 0.2
H -2.685 -3.947 0.725 0.1 0.0 0.0
H -0.448 2.138 -2.853 -0.1 0.0 -0.1
H 2.346 2.862 3.585 -0.1 0.0 0.0
H -4.692 1.318 -0.834 0.1 -0.1 0.0
H -1.388 -4.296 -0.438 0.0 0.0 0.0
```
Forces are in eV/Å.



Record 2
C19H22N4O3S2 | wB97M-V/def2-TZVPD

Summary:
- energy relative to the best compared isomer or geometry (same formula, charge and spin) (eV) = 0.8154
- energy (eV) = -53833.8201
- frontier orbital gap (eV) = 8.3
- net charge = 0

XYZ file:
```
50
Properties=species:S:1:pos:R:3:forces:R:3
S 0.684 -3.441 2.604 0.9 0.8 -0.4
S 0.640 1.301 2.163 0.1 0.3 0.9
O 0.725 2.406 1.245 0.0 -0.2 -0.2
O 0.897 1.564 3.547 0.0 -0.4 0.0
O 0.209 -0.232 -0.336 -0.1 -0.1 -0.2
N -0.902 0.680 2.047 0.8 0.2 0.0
N 2.108 -3.540 1.882 0.2 -0.6 0.0
N 0.488 -1.847 2.552 -0.4 0.1 0.3
N -0.679 1.552 -1.398 -0.2 0.3 -0.3
C -1.815 -3.425 -0.304 0.0 0.0 -0.1
C -2.834 0.104 0.623 0.3 0.1 0.1
C 0.314 1.601 -2.458 0.2 -0.1 -0.2
C -1.556 0.948 0.783 -0.1 0.4 -0.3
C -2.682 -2.036 1.923 -0.1 0.0 -0.1
C 2.509 -2.311 1.549 -0.9 0.3 0.5
C -2.117 -2.078 -0.403 0.0 -0.1 0.1
C 3.895 -0.608 0.631 0.2 -0.6 0.0
C 2.955 0.371 1.015 -0.7 0.3 0.3
C 1.340 2.710 -2.176 -0.1 -0.1 0.0
C -0.576 0.701 -0.366 -0.3 0.0 -0.2
C -2.394 -3.385 2.020 -0.2 -0.1 0.0
C -0.384 1.741 -3.807 0.2 -0.1 0.2
C 0.789 4.127 -2.284 0.2 -0.2 0.0
C 1.551 -1.313 1.950 0.3 -1.3 0.1
C 3.689 -1.936 0.886 0.4 0.3 -0.3
C 1.802 0.032 1.660 0.0 0.9 0.0
C -2.546 -1.368 0.712 -0.2 -0.1 0.0
C -1.952 -4.082 0.907 -0.2 0.0 0.0
H -3.280 0.346 -0.344 0.0 0.0 0.1
H -1.022 2.621 -3.823 -0.1 0.1 -0.1
H -1.721 -5.134 0.982 0.0 -0.1 0.0
H 0.354 1.829 -4.599 0.1 0.1 -0.1
H -2.511 -3.894 2.966 0.0 -0.1 0.1
H -3.528 0.393 1.414 0.0 0.0 -0.1
H -1.001 0.867 -4.002 -0.1 -0.1 0.0
H -0.018 4.285 -1.572 -0.1 0.1 0.1
H -1.823 2.011 0.799 -0.1 -0.2 -0.2
H 4.395 -2.695 0.589 0.1 0.0 0.0
H -3.023 -1.495 2.794 -0.1 0.1 0.1
H -1.240 2.382 -1.284 0.0 -0.1 0.2
H 2.175 2.591 -2.869 0.1 0.0 0.0
H 4.791 -0.291 0.119 0.1 0.0 0.0
H -1.474 -3.963 -1.175 0.0 0.0 -0.1
H 0.834 0.638 -2.412 -0.1 0.2 0.0
H -0.890 -0.302 2.307 0.0 -0.2 0.2
H 1.575 4.840 -2.050 0.0 0.1 0.0
H 3.129 1.412 0.791 0.1 0.1 -0.1
H 1.709 2.558 -1.160 0.1 -0.1 0.0
H -2.015 -1.574 -1.352 0.0 0.1 -0.1
H 0.427 4.340 -3.287 -0.1 0.1 -0.1
```
Forces are in eV/Å.



Record 3
C19H22N5O6S2W | wB97M-V/def2-TZVPD

Summary:
- energy relative to the best compared isomer or geometry (same formula, charge and spin) (eV) = 1.0360
- multiplicity = 3
- energy (eV) = -63288.9941
- frontier orbital gap (spin up / spin down) (eV) = 6.8 / 7.3
- net charge = +1

XYZ file:
```
55
Properties=species:S:1:pos:R:3:forces:R:3
W -0.231 0.823 0.089 -1.3 -0.7 0.5
S -0.752 -1.671 -0.836 -0.1 0.2 -0.9
S -2.637 0.544 0.501 0.1 0.0 0.2
O -0.055 1.300 -3.951 0.0 0.0 -0.1
O -0.775 4.240 2.300 0.0 0.0 0.0
O -1.458 -1.499 -2.120 0.1 -0.1 0.3
O -1.407 6.269 -2.486 0.0 0.0 -0.1
O 0.269 0.639 -1.819 0.2 0.1 -0.8
O -0.242 2.172 1.592 0.2 0.2 0.0
N -3.490 -0.562 2.731 0.0 0.0 0.0
N -0.144 -0.431 1.791 -0.3 -0.2 0.6
N -0.586 2.666 -0.798 0.0 0.7 -0.4
N -1.251 -0.740 2.531 -0.1 0.1 -0.1
N 1.824 0.466 0.385 0.9 0.0 -0.1
C -0.134 1.482 -2.775 0.0 0.0 0.2
C 4.461 -0.241 0.827 0.0 0.0 0.1
C -0.807 3.743 -0.037 0.0 -0.1 0.2
C -1.663 -2.921 0.121 0.1 0.2 0.1
C -0.610 2.758 -2.131 0.2 0.0 0.0
C 1.185 -1.619 3.463 0.2 0.0 0.0
C -2.384 -0.292 2.027 0.1 0.1 0.0
C 2.145 -0.357 1.408 -0.2 -0.1 0.1
C 0.824 -2.482 -1.144 -0.1 -0.1 0.1
C -1.090 4.962 -0.583 -0.1 0.2 0.0
C -0.621 3.433 1.432 -0.1 -0.1 -0.1
C -1.141 5.066 -1.978 0.0 0.0 0.0
C 4.130 0.613 -0.209 0.0 0.0 -0.1
C 3.453 -0.727 1.644 0.2 -0.1 0.2
C 1.009 -0.816 2.224 0.1 0.0 0.1
C -2.555 -3.751 -0.787 0.0 -0.1 0.1
C 0.703 -3.758 -1.963 0.0 0.0 0.0
C 2.804 0.942 -0.398 -0.1 0.0 0.0
C -0.886 3.938 -2.767 -0.1 0.1 -0.1
H 1.943 -2.392 3.328 0.0 0.0 0.0
H -4.376 -0.198 2.428 0.0 0.0 0.0
H 0.059 -3.594 -2.827 0.0 0.0 0.0
H 4.883 1.016 -0.871 0.0 0.0 0.0
H -1.251 5.826 0.047 0.0 0.0 0.0
H 2.496 1.595 -1.199 0.0 0.0 -0.1
H 1.268 -2.645 -0.157 0.1 0.0 -0.1
H -1.399 6.258 -3.452 0.0 0.0 0.1
H 0.244 -2.072 3.750 0.0 0.0 0.0
H -0.884 3.967 -3.850 0.0 0.0 0.0
H -3.404 -0.960 3.651 0.0 0.0 0.0
H -3.164 -4.404 -0.160 0.0 0.0 0.0
H -1.987 -4.368 -1.478 0.0 0.0 0.0
H 3.676 -1.396 2.464 0.0 0.0 0.0
H 5.491 -0.521 0.999 0.0 0.0 0.0
H 1.512 -0.968 4.279 0.0 0.0 0.0
H 1.396 -1.718 -1.672 0.0 0.0 0.0
H -3.211 -3.110 -1.370 0.0 0.0 0.0
H -0.920 -3.508 0.664 0.0 0.0 0.0
H -2.254 -2.363 0.843 0.0 -0.1 0.0
H 1.687 -4.050 -2.329 0.0 0.0 0.0
H 0.306 -4.585 -1.375 0.0 0.0 0.0
```
Forces are in eV/Å.



Record 4
C19H22N5OSZn | wB97M-V/def2-TZVPD

Summary:
- energy (eV) = -88807.7888
- frontier orbital gap (eV) = 7.4
- net charge = +1

XYZ file:
```
49
Properties=species:S:1:pos:R:3:forces:R:3
Zn 0.615 0.490 -0.417 0.0 0.3 0.0
S 1.382 1.246 -2.465 0.0 -0.1 0.5
O -0.494 1.977 0.379 0.2 -0.2 -0.1
N -0.732 4.197 0.636 -0.3 0.0 -0.1
N -0.041 -1.117 -2.712 -0.3 -0.4 -0.6
N 0.616 -0.076 -4.598 0.0 0.0 0.0
N 0.456 -0.902 1.208 0.0 0.1 -0.3
N -0.130 -1.089 -1.380 0.2 0.0 0.4
C -0.011 -1.457 3.479 0.0 0.0 0.0
C 0.099 4.614 -0.503 0.2 -0.1 -0.1
C -0.859 -5.820 -1.157 0.0 -0.1 0.0
C 1.579 3.298 2.244 0.0 0.1 0.0
C -0.913 -2.425 3.061 0.0 0.0 0.0
C 1.875 4.551 1.392 0.0 -0.1 -0.2
C 1.586 4.422 -0.123 -0.1 0.0 0.1
C 0.575 -0.091 -3.261 0.0 0.0 0.2
C -1.818 -3.463 -2.268 0.0 0.0 0.1
C 0.642 -0.715 2.515 0.0 0.1 0.0
C -0.913 -3.411 -1.207 -0.1 -0.1 -0.1
C -0.364 -1.888 0.790 -0.1 0.0 0.4
C -0.484 2.966 1.122 0.0 0.2 0.2
C -0.475 -2.109 -0.673 0.0 0.1 -0.3
C 0.082 2.957 2.506 0.2 -0.1 -0.1
C -1.782 -5.864 -2.193 0.0 0.0 0.0
C -1.082 -2.652 1.706 0.1 0.0 -0.1
C -0.430 -4.602 -0.660 0.0 0.1 -0.1
C -2.255 -4.685 -2.750 0.0 0.0 0.0
H 2.076 3.403 3.209 0.0 0.0 0.0
H 0.212 -0.844 -5.110 0.0 0.0 0.0
H 0.178 -1.274 4.527 0.0 0.0 0.0
H -1.475 -3.003 3.782 0.0 0.0 0.0
H 0.305 -4.575 0.135 0.0 0.0 0.0
H -0.775 4.902 1.354 0.0 0.0 0.1
H -0.005 1.985 2.982 -0.1 0.0 0.0
H -0.157 4.028 -1.384 0.0 0.0 0.0
H 2.186 5.156 -0.663 0.0 0.0 0.0
H -0.131 5.656 -0.710 0.0 0.0 0.0
H -0.382 3.713 3.139 0.0 0.0 0.0
H -2.965 -4.717 -3.566 0.0 0.0 0.0
H 2.940 4.757 1.505 0.0 0.0 0.0
H 1.355 5.424 1.800 0.0 0.0 0.1
H 1.154 0.620 -5.079 0.0 0.0 0.0
H 2.034 2.438 1.739 0.1 0.0 0.1
H -0.474 -6.740 -0.738 0.0 0.0 0.0
H -2.128 -6.818 -2.569 0.0 0.0 0.0
H -2.181 -2.543 -2.701 0.0 0.0 0.0
H 1.357 0.052 2.786 0.0 0.0 0.0
H 1.922 3.435 -0.456 0.0 0.0 0.0
H -1.768 -3.406 1.350 0.0 0.0 0.0
```
Forces are in eV/Å.